ORCA calculation (wB97M-V/def2-TZVPD) on a gas-phase ion, C8H14 (charge +1).

CARTESIAN COORDINATES (ANGSTROEM)
C 2.7012 -0.1253 0.0882
C -0.8347 0.5958 1.4887
C -2.2397 -0.6631 -0.3455
C -1.0029 -0.1861 0.1873
C 1.4371 -0.5064 0.8978
C 0.4415 0.5873 0.7478
C 2.4016 0.0280 -1.4110
C -3.0793 0.2998 -1.1179
H -0.9422 -0.0956 2.3211
H -1.4865 1.4594 1.4432
H 3.3242 -0.1483 -1.9522
H -2.6327 -1.6574 -0.1324
H -3.2642 1.2147 -0.5394
H -2.5235 0.7074 -1.9806
H -0.7568 -0.0157 -0.8889
H -4.0185 -0.0870 -1.4976
H 1.1081 -1.5074 0.6241
H 1.6705 -0.6916 -1.8068
H 3.5009 -0.8455 0.2675
H 1.6447 -0.5522 1.9754
H 2.0589 1.0330 -1.6314
H 3.0784 0.8597 0.3784

Atoms 1-2, force components in eV/Å:
-0.1416 0.1548 -0.2925
1.5404 0.1258 -0.6502

maximum force	3.91	eV Å⁻¹
frontier orbital gap (alpha / beta)	8.120 / 6.634	eV
calculated total energy	-312.65632	hartree
2S+1	2
net charge	+1
HOMO energy (alpha / beta)	-13.37 / -12.96	eV
energy above the lowest of the compared OMol25 structures with the same formula, charge and spin	6.1282	eV


ORCA calculation (wB97M-V/def2-TZVPD) on a molecular structure, C38H47GeN3PSTi.

CARTESIAN COORDINATES (ANGSTROEM)
Ge 0.6170 -2.1790 -1.0804
Ti -1.5238 0.0681 0.1018
S -1.7212 -0.8917 4.2979
P -1.1631 2.1948 1.5134
N 1.5908 -2.2370 0.5858
N 2.2914 -2.0994 2.6478
N -1.2730 -1.2283 1.7992
C -3.2924 1.2230 -0.9758
C 0.1390 2.0767 2.7416
C 0.5056 3.3085 -1.9794
C -2.1793 -0.8372 2.6963
C -3.9049 -1.1043 -0.5010
C -4.7480 -2.0860 0.2528
C 0.0737 2.6032 -0.8661
C 1.4129 1.6683 2.3281
C -0.6803 3.2295 0.1331
C 1.2229 -5.0496 -2.4161
C -3.1221 -1.4807 -1.6028
C 0.9562 2.3478 4.9903
C 5.0529 -3.4832 -0.0026
C 3.7735 -3.1414 -0.3844
C 2.2190 1.9458 4.5758
C 5.5016 -3.3447 1.3268
C 3.3846 -2.5363 1.9248
C -2.6505 2.8706 2.2884
C 2.4486 1.6052 3.2449
C -2.4507 -0.5361 -2.3895
C 0.4879 -4.9899 -1.0846
C -0.1734 -1.3926 3.8144
C 2.8686 -1.4429 -3.0488
C -3.9404 0.2686 -0.1769
C -0.0682 -1.5213 2.4523
C -2.5354 0.8241 -2.0876
C -0.9971 4.5820 0.0128
C -0.5643 5.2880 -1.1013
C -0.4760 -3.7839 -0.9925
C 3.0944 -0.6998 -4.3743
C 2.9422 -2.6379 0.6150
C 0.1799 4.6554 -2.0919
C 4.6751 -2.8772 2.3235
C 2.1329 -6.2656 -2.5296
C 1.2289 -1.9307 1.8474
C -0.0882 2.4137 4.0771
C 2.6154 -1.5030 -5.5766
C 1.4389 -1.1885 -2.5469
H -0.1156 -0.7121 -0.5578
H -3.0005 2.2395 3.1047
H 3.5873 -1.1251 -2.2922
H 2.3215 -1.9246 3.6378
H 5.0084 -2.7963 3.3489
H 0.4954 -5.0379 -3.2334
H 3.4441 1.3301 2.9212
H -1.0582 2.7541 4.4162
H 4.1527 -0.4608 -4.4744
H 6.5150 -3.6323 1.5711
H -1.5707 5.0946 0.7746
H 2.7474 -0.9475 -6.5029
H -2.4262 3.8580 2.6993
H 2.5742 0.2640 -4.3379
H -1.2119 -3.8315 -1.7939
H -1.9228 -0.8516 -3.2819
H 0.7422 -1.3673 -3.3752
H 1.5574 -7.1862 -2.4339
H 3.4507 -3.2841 -1.4054
H -4.5763 0.6092 0.6345
H -3.4091 2.2796 -0.7638
H 1.1980 -4.9670 -0.2507
H -3.4451 2.9830 1.5519
H -3.1367 -2.5168 -1.9193
H 2.6401 -6.2921 -3.4920
H 3.0363 1.9256 5.2849
H 1.1051 2.8300 -2.7429
H 1.6179 1.4527 1.2831
H 3.1759 -2.4336 -5.6706
H 0.4021 1.5616 -0.7551
H -0.0982 -5.9001 -0.9436
H 3.0181 -2.5103 -3.2248
H 2.8917 -6.2668 -1.7447
H -0.8014 6.3393 -1.1946
H -4.3993 -2.2190 1.2795
H 1.5538 -1.7579 -5.5021
H -2.0734 1.5701 -2.7211
H 0.7887 2.6368 6.0192
H -4.7514 -3.0613 -0.2285
H 1.8327 -4.1407 -2.5574
H 0.5516 -1.5988 4.5818
H -0.9995 -3.7685 -0.0320
H 1.3389 -0.1398 -2.2554
H 5.7330 -3.8819 -0.7431
H -3.1857 -0.5480 2.4224
H 0.5154 5.2195 -2.9522
H -5.7749 -1.7202 0.3019

Atoms 1-2, force components in eV/Å:
-0.0070 0.2664 0.1286
-0.6482 -0.0153 -0.1001

maximum force	0.96	eV Å⁻¹
frontier orbital gap (alpha / beta)	6.251 / 6.538	eV
calculated total energy	-5305.02206	hartree
2S+1	2
net charge	+4
HOMO energy (alpha / beta)	-19.13 / -19.13	eV
energy above the lowest of the compared OMol25 structures with the same formula, charge and spin	0.0000	eV


ORCA calculation (wB97M-V/def2-TZVPD) on a molecular structure, C27H43BrN2P2V.

CARTESIAN COORDINATES (ANGSTROEM)
Br 3.0174 3.3084 -1.5964
V -1.2010 0.5333 -1.5621
P -0.8061 -1.8755 -1.5690
P 4.4332 -0.7196 -0.9066
N -6.0636 4.2051 -5.0674
N -1.0464 0.7112 0.4270
C -1.1112 1.9381 -3.1002
C 6.5649 1.2075 -1.1117
C 3.2775 -0.7437 0.5072
C 0.0501 1.2882 -3.6115
C -5.4452 3.1430 -5.5566
C 1.4312 2.6065 -2.1431
C 1.3202 1.7430 -3.2269
C 4.3156 -1.7593 -3.4740
C -3.4955 -1.3860 -0.9882
C 3.5754 -0.8062 -2.5194
C -0.6233 0.4341 2.9763
C 5.0859 1.0038 -0.8024
C -1.5702 -4.2272 -0.1152
C -2.5795 -1.9171 -2.0831
C -0.2274 -2.5632 -4.2409
C -3.5317 1.9246 -2.5851
C -4.5409 2.5886 -3.3684
C -0.6939 -2.9729 -0.0916
C -5.9836 4.4994 -3.7675
C -5.2887 3.6871 -2.8552
C -0.0816 -3.0177 -2.8003
C -4.6965 2.2776 -4.7581
C 3.9732 -1.4521 1.6844
C -0.9690 2.7888 -1.9648
C -0.9233 0.6178 1.5797
C -2.4284 1.3173 -3.2231
C 0.2975 2.9495 -1.3878
H -2.6866 -1.3573 -3.0296
H -0.5789 -3.9867 -2.6692
H 7.2080 0.6387 -0.4282
H 0.3283 -0.0980 3.0842
H 4.8296 1.4123 0.1895
H 4.4960 1.5841 -1.5416
H -0.0444 0.6677 -4.4999
H -1.8091 3.3894 -1.6031
H 0.4025 3.4999 -0.4562
H 3.5395 0.2082 -2.9374
H 0.9759 -3.1228 -2.5258
H 0.3625 -3.2736 -0.0131
H 4.3781 -2.7676 -3.0485
H 3.0004 0.2904 0.7460
H -2.7987 -2.9650 -2.3160
H 5.3404 -1.4184 -3.6639
H -3.5815 1.9898 -1.4912
H -2.6120 -4.0067 0.1388
H -5.2954 3.9304 -1.7931
H -3.7931 -2.1998 -0.3112
H 2.5448 -1.1462 -2.3350
H -1.2749 -2.5133 -4.5535
H -3.0491 -0.5744 -0.3770
H -1.4163 -0.1407 3.4726
H -5.5209 2.9619 -6.6312
H 6.8135 2.2708 -1.0064
H -4.4158 -0.9932 -1.4392
H 3.8088 -1.8310 -4.4448
H 4.7744 -2.1097 1.3076
H -6.4796 5.4142 -3.4173
H -0.5590 1.4190 3.4530
H -1.1958 -4.9573 0.6148
H -0.9148 -2.3714 0.8021
H 2.3777 -1.2686 0.1745
H 0.2661 -3.2783 -4.9109
H -1.5577 -4.7288 -1.0899
H 0.2164 -1.5794 -4.4143
H 6.8007 0.9183 -2.1427
H -4.2527 1.3921 -5.2185
H 3.2788 -2.0784 2.2566
H -2.5852 0.7170 -4.1091
H 4.4269 -0.7402 2.3872
H 2.2178 1.4694 -3.7725

Atoms 1-2, force components in eV/Å:
0.3229 0.5117 -0.2023
0.6432 -0.7333 -0.7560

maximum force	3.40	eV Å⁻¹
frontier orbital gap (alpha / beta)	3.068 / 2.824	eV
calculated total energy	-5363.08882	hartree
2S+1	2
net charge	+4
HOMO energy (alpha / beta)	-18.59 / -18.01	eV
energy above the lowest of the compared OMol25 structures with the same formula, charge and spin	3.5408	eV


ORCA calculation (wB97M-V/def2-TZVPD) on a gas-phase ion, C4H9N2OS (charge -1).

CARTESIAN COORDINATES (ANGSTROEM)
S 2.5888 0.2674 -0.4623
O -1.9851 -1.9576 0.2492
N -0.4534 -0.8253 -1.0355
N -1.1876 2.2409 1.1058
C -0.2010 0.3759 -0.1825
C -1.1046 -1.9227 -0.5904
C -1.3871 0.8283 0.6244
C 1.0675 0.1228 0.5875
H 0.0008 1.1682 -0.9104
H -2.2016 0.8438 -0.1127
H 0.2861 -0.9166 -1.7063
H 1.1434 0.8123 1.4419
H 1.0793 -0.8364 1.1062
H -0.3356 2.5596 0.6806
H -0.8037 -2.8476 -1.1132
H -1.7520 0.2290 1.4478
H -1.9027 2.7959 0.6399

Atoms 1-2, force components in eV/Å:
-0.5484 -0.1370 0.1030
0.0540 -0.0216 0.3060

maximum force	1.75	eV Å⁻¹
frontier orbital gap	6.521	eV
calculated total energy	-740.79135	hartree
net charge	-1
HOMO energy	-2.80	eV
SMILES	NC[C@@H](C[S-])NC=O
energy above the lowest of the compared OMol25 structures with the same formula, charge and spin	0.8885	eV


ORCA calculation (wB97M-V/def2-TZVPD) on 6 unconnected molecules or ions with the total composition C27H67N3O11.

CARTESIAN COORDINATES (ANGSTROEM)
O -9.1038 -12.2126 15.5685
O -3.7377 -8.6262 13.7182
O -3.3343 -10.5550 16.7941
O -2.0908 -13.8481 11.9672
O -0.9459 -11.1367 14.6867
O -3.5728 -9.8780 9.8534
O -4.7320 -11.2376 14.4243
O -7.6770 -9.9192 15.1517
O -5.1917 -8.4737 16.1549
O -2.6141 -15.4445 15.5262
O -10.0293 -9.2846 16.5994
N -8.2209 -13.3532 15.7609
N -0.6088 -13.5077 15.9164
N -4.0369 -12.1021 11.9698
C -7.4268 -15.4415 14.7661
C -0.9111 -14.5526 16.8888
C -0.7985 -10.9223 13.3130
C -4.9137 -7.7861 13.9580
C -4.2284 -13.4545 11.4070
C -1.1006 -14.6708 12.5222
C -7.4399 -15.0920 17.2021
C -4.9193 -11.0405 11.4866
C -4.7360 -10.5988 9.9915
C -3.3260 -9.3740 8.5932
C -7.7516 -16.0901 16.1536
C -7.8206 -13.3029 13.3444
C -8.4682 -13.9093 17.0961
C -9.6883 -8.6944 15.3654
C -3.3591 -14.4020 12.1757
C -4.9715 -7.3564 15.3562
C 0.3068 -11.3106 15.3698
C -8.0771 -12.7690 18.1496
C -8.3353 -14.2250 14.5145
C -3.4057 -16.5524 15.2169
C 0.0376 -12.3305 16.4530
C -4.4745 -11.3675 16.8152
C -9.7922 -14.7087 14.2946
C -8.2553 -8.6080 15.1263
C -1.4924 -15.7735 16.3321
C -9.9116 -14.2490 17.3516
C -4.6395 -12.1217 15.5254
H 1.0191 -12.6803 16.8237
H -3.8963 -17.0587 16.0397
H -1.8397 -16.3951 17.1834
H -6.3523 -15.2149 14.7017
H -7.1625 -17.0026 16.2820
H -1.3866 -13.2033 15.3151
H -10.1004 -7.6918 15.2686
H -5.6508 -10.0085 9.8151
H -8.4624 -12.3834 13.0742
H -7.6839 -7.9539 15.7636
H 1.0498 -11.7877 14.6935
H -8.7986 -16.3605 16.3062
H -4.9833 -6.9377 13.2369
H 0.7188 -10.3854 15.6492
H -5.8734 -6.6309 15.4650
H -4.1165 -6.8705 15.7475
H 0.0295 -14.8696 17.4143
H -4.7765 -11.4994 9.3901
H -7.6566 -13.8877 12.4107
H -9.9035 -15.1668 13.3539
H -4.2687 -12.1000 17.6153
H -5.9776 -11.3533 11.6467
H -10.1794 -9.2534 14.5495
H -3.9627 -8.4880 8.3753
H -3.4465 -10.1245 7.8219
H -3.4276 -15.4561 11.9013
H -7.3832 -15.5889 18.1711
H -2.3013 -9.2498 8.4276
H -2.7411 -17.2617 14.6381
H -3.5848 -14.2491 13.2227
H -10.5409 -13.9166 14.2323
H -6.4215 -14.7145 17.0956
H -1.7026 -10.4320 13.0132
H -8.1450 -8.2221 14.0624
H -6.7568 -9.7465 15.3507
H -0.6617 -11.8743 12.7312
H -8.4132 -11.5206 15.5111
H -5.5693 -12.7261 15.7028
H -10.3132 -15.2358 17.1473
H -3.8115 -13.4382 10.3957
H -1.1072 -15.6790 12.1433
H -5.8320 -8.3674 13.8606
H -7.9468 -13.2459 19.1368
H -4.7416 -10.1956 12.0836
H -7.0599 -12.4855 17.9614
H -0.1362 -14.1470 12.3714
H -8.7479 -11.9094 18.2048
H -3.9224 -9.5702 13.8578
H -7.6037 -16.0936 13.8743
H -5.3154 -10.7116 16.9802
H -3.0492 -11.8684 12.0449
H -10.0216 -10.2548 16.4022
H -10.1257 -15.4294 14.9992
H -10.2530 -14.0698 18.3573
H -3.8109 -12.8731 15.4409
H -10.5141 -13.5942 16.7299
H -6.8461 -12.8972 13.6457
H -4.2430 -16.2957 14.4869
H -4.4736 -11.7132 13.6231
H -1.5901 -14.1545 17.6888
H -1.2322 -14.7695 13.6587
H -5.3340 -13.6965 11.3081
H -0.5714 -11.8731 17.2670
H -0.7690 -16.3792 15.7312
H -2.8206 -10.6237 15.9869
H 0.0177 -10.2199 13.0460
H -4.3595 -8.8517 16.4402

Atoms 1-2, force components in eV/Å:
0.9725 -0.4550 0.2066
-0.5684 1.1232 -0.2585

maximum force	2.95	eV Å⁻¹
frontier orbital gap	9.060	eV
calculated total energy	-2060.63103	hartree
net charge	0
HOMO energy	-8.38	eV
SMILES	CC1(C)CCCC(C)(C)N1O.COCCNCCOC.COCCNCCOC.OCCO.OCCO.OCCO